Entry 1:
This record from OMol25 describes the ion C4H12N2 with charge +1 at a distorted geometry. The level of theory is ωB97M-V with the def2-TZVPD basis set.

Bonds (Å) are listed after each position.
Geometry (Å):
1 C 1.615 -1.179 -0.323  C2 1.543, N6 1.537, H7 1.140, H8 1.191
2 C 0.099 -0.901 -0.383  C1 1.543, C3 1.527, H9 1.095, H10 1.091
3 C -0.350 0.545 -0.180  C2 1.527, C4 1.337, H11 1.109
4 C -1.642 0.838 -0.358  C3 1.337, N5 1.468, H12 1.093
5 N -2.060 2.214 -0.062  C4 1.468, H13 1.123, H14 0.970, H15 1.040
6 N 2.134 -1.500 1.088  C1 1.537, H16 1.048, H17 1.039, H18 0.999
7 H 1.874 -2.161 -0.841  C1 1.140
8 H 2.090 -0.252 -0.900  C1 1.191
9 H -0.289 -1.133 -1.380  C2 1.095
10 H -0.558 -1.621 0.108  C2 1.091
11 H 0.399 1.330 0.048  C3 1.109
12 H -2.545 0.353 -0.735  C4 1.093
13 H -2.208 2.750 -1.038  N5 1.123
14 H -2.950 2.153 0.320  N5 0.970
15 H -1.335 2.512 0.621  N5 1.040
16 H 2.193 -2.546 1.096  N6 1.048
17 H 3.038 -1.015 1.253  N6 1.039
18 H 1.433 -1.188 1.728  N6 0.999

As for the spin multiplicity: 2. Its orbital gap (alpha / beta) is 4.0 / 8.5 eV. The calculation puts the relative energy (zero: lowest compared OMol25 entry of this formula, charge and spin) at 287.7 kJ/mol. For the calculated total energy, the calculation gives -7311.4618 eV. The expectation value of S² is 0.753. As for the charge: +1.

***

Entry 2:
This record from OMol25 describes the ion C4H12N2 with charge +2 at a distorted geometry. The level of theory is ωB97M-V with the def2-TZVPD basis set.

Bonds (Å) are listed after each position.
Geometry (Å):
1 N 0.385 -0.587 -3.050  C2 1.493, H7 1.022, H8 1.036, H9 1.025
2 C 0.599 -0.221 -1.619  N1 1.493, C3 1.326, H10 1.083
3 C -0.098 -0.616 -0.563  C2 1.326, C4 1.586, H11 1.104
4 C 0.559 -0.355 0.857  C3 1.586, C5 1.518, H12 1.088, H13 1.100
5 C 0.093 0.898 1.575  C4 1.518, N6 1.582, H14 1.082, H15 1.105
6 N -1.287 0.608 2.292  C5 1.582, H16 1.031, H17 1.023, H18 1.027
7 H -0.518 -1.022 -3.252  N1 1.022
8 H 1.096 -1.315 -3.244  N1 1.036
9 H 0.629 0.160 -3.709  N1 1.025
10 H 1.661 -0.044 -1.497  C2 1.083
11 H -1.094 -1.080 -0.452  C3 1.104
12 H 0.432 -1.186 1.548  C4 1.088
13 H 1.533 -0.028 0.464  C4 1.100
14 H -0.072 1.752 0.932  C5 1.082
15 H 0.773 1.234 2.378  C5 1.105
16 H -0.995 -0.008 3.065  N6 1.031
17 H -2.018 0.316 1.639  N6 1.023
18 H -1.679 1.493 2.636  N6 1.027

Its orbital gap is 11.9 eV. The calculation puts the relative energy (zero: lowest compared OMol25 entry of this formula, charge and spin) at 92.0 kJ/mol. For the calculated total energy, the calculation gives -7304.7806 eV. As for the charge: +2. The SMILES is [NH3+]/C=C/CC[NH3+].

***

Entry 3:
This record from OMol25 describes the molecule C4H12N2O at a distorted geometry. The level of theory is ωB97M-V with the def2-TZVPD basis set.

Bonds (Å) are listed after each position.
Geometry (Å):
1 N -0.687 -0.416 -1.611  C2 1.506, H8 0.979, H9 1.090
2 C -1.579 -0.049 -0.455  N1 1.506, N3 1.498, H10 1.098, H11 1.078
3 N -1.302 -0.521 0.939  C2 1.498, C4 1.442, H12 1.036
4 C -0.046 -0.279 1.605  N3 1.442, C5 1.600, H13 1.127, H14 1.021
5 C 1.158 -0.253 0.552  C4 1.600, C6 1.548, H15 1.037, H16 1.144
6 C 1.350 1.190 0.024  C5 1.548, O7 1.439, H17 1.084, H18 1.206
7 O 1.286 1.336 -1.406  C6 1.439, H19 1.022
8 H -0.311 -1.317 -1.536  N1 0.979
9 H -1.198 -0.222 -2.554  N1 1.090
10 H -2.574 -0.396 -0.763  C2 1.098
11 H -1.507 1.025 -0.408  C2 1.078
12 H -1.560 -1.523 0.987  N3 1.036
13 H 0.099 -1.195 2.247  C4 1.127
14 H -0.137 0.587 2.138  C4 1.021
15 H 1.086 -0.959 -0.204  C5 1.037
16 H 1.964 -0.776 1.172  C5 1.144
17 H 2.382 1.444 0.238  C6 1.084
18 H 0.603 1.950 0.590  C6 1.206
19 H 0.975 0.374 -1.552  O7 1.022

Its orbital gap is 9.6 eV. The calculation puts the relative energy (zero: lowest compared OMol25 entry of this formula, charge and spin) at 328.4 kJ/mol. For the calculated total energy, the calculation gives -9367.7906 eV. The SMILES is NCNCCCO.

***

Entry 4:
This record from OMol25 describes a cluster of 2 separate species, C4H12N2O in total at a distorted geometry. The level of theory is ωB97M-V with the def2-TZVPD basis set.

Bonds (Å) are listed after each position.
Geometry (Å):
1 C 2.767 1.910 1.203  N2 1.316, H7 1.211, H8 1.166
2 N 1.711 1.319 0.688  C1 1.316, C3 1.521
3 C 0.563 0.747 1.506  N2 1.521, C4 1.565, H9 1.104, H10 1.089
4 C -0.276 -0.370 0.800  C3 1.565, C5 1.555, H11 1.118, H12 1.100
5 C -1.496 0.307 0.113  C4 1.555, N6 1.544, H13 1.095, H14 1.145
6 N -2.065 -0.636 -0.969  C5 1.544, H15 0.988, H16 1.008
7 H 3.740 1.964 0.484  C1 1.211
8 H 2.843 2.118 2.348  C1 1.166
9 H 1.228 0.417 2.323  C3 1.104
10 H -0.044 1.639 1.650  C3 1.089
11 H -0.321 -1.291 1.431  C4 1.118
12 H 0.430 -0.668 0.011  C4 1.100
13 H -0.939 1.081 -0.426  C5 1.095
14 H -2.219 0.597 0.951  C5 1.145
15 H -2.424 -0.169 -1.762  N6 0.988
16 H -2.953 -0.904 -0.573  N6 1.008
17 O -0.658 -2.519 -2.752  H18 1.006, H19 1.067
18 H 0.019 -3.073 -2.256  O17 1.006
19 H -0.963 -1.911 -1.931  O17 1.067

Its orbital gap is 10.2 eV. The calculation puts the relative energy (zero: lowest compared OMol25 entry of this formula, charge and spin) at 350.7 kJ/mol. For the calculated total energy, the calculation gives -9367.5590 eV. The SMILES is C=NCCCN.O.

***

Entry 5:
This record from OMol25 describes a cluster of 2 separate species, C4H12N2O in total at a distorted geometry. The level of theory is ωB97M-V with the def2-TZVPD basis set.

Bonds (Å) are listed after each position.
Geometry (Å):
1 N 0.111 -2.343 -0.017  C2 1.387, H10 1.019
2 C -0.347 -1.866 -1.236  N1 1.387, H8 1.133, H11 1.108, H12 1.100
3 C -0.023 -0.046 1.993  N4 1.460, H13 1.085, H14 1.081, H15 1.079
4 N 0.940 0.210 0.926  C3 1.460, C5 1.408, H9 1.018
5 C 0.797 1.516 0.419  N4 1.408, C6 1.621, H16 1.096, H17 1.093
6 C -0.464 1.739 -0.574  C5 1.621, O7 1.295, H18 1.115, H19 1.105
7 O -0.603 0.806 -1.461  C6 1.295
8 H 0.217 -0.930 -1.537  C2 1.133
9 H 0.827 -0.586 0.302  N4 1.018
10 H 0.116 -3.360 -0.077  N1 1.019
11 H -1.392 -1.500 -1.197  C2 1.108
12 H -0.248 -2.611 -2.038  C2 1.100
13 H -1.026 -0.025 1.581  C3 1.085
14 H 0.151 -1.027 2.412  C3 1.081
15 H 0.086 0.684 2.780  C3 1.079
16 H 1.648 1.862 -0.178  C5 1.096
17 H 0.682 2.237 1.233  C5 1.093
18 H -1.313 1.747 0.147  C6 1.115
19 H -0.353 2.771 -0.956  C6 1.105

Its orbital gap is 4.7 eV. The calculation puts the relative energy (zero: lowest compared OMol25 entry of this formula, charge and spin) at 747.3 kJ/mol. For the calculated total energy, the calculation gives -9363.4483 eV.

***

Entry 6:
This record from OMol25 describes the molecule C4H12N2O at a distorted geometry. The level of theory is ωB97M-V with the def2-TZVPD basis set.

Bonds (Å) are listed after each position.
Geometry (Å):
1 N 0.601 -0.069 -2.612  C2 1.463, H8 1.018, H9 1.019
2 C -0.792 -0.323 -2.246  N1 1.463, C3 1.536, H10 1.079, H11 1.098
3 C -1.009 -0.846 -0.817  C2 1.536, N4 1.439, H12 1.100, H13 1.091
4 N -0.534 0.123 0.134  C3 1.439, C5 1.439, H14 1.006
5 C -0.065 -0.229 1.449  N4 1.439, C6 1.513, H15 1.098, H16 1.092
6 C 0.695 0.940 2.036  C5 1.513, O7 1.439, H17 1.096, H18 1.086
7 O 1.531 0.489 3.116  C6 1.439, H19 0.959
8 H 1.129 -0.930 -2.487  N1 1.018
9 H 0.996 0.517 -1.879  N1 1.019
10 H -1.222 -1.001 -2.967  C2 1.079
11 H -1.371 0.604 -2.348  C2 1.098
12 H -2.093 -0.985 -0.688  C3 1.100
13 H -0.607 -1.858 -0.767  C3 1.091
14 H -0.735 1.086 -0.074  N4 1.006
15 H -0.885 -0.540 2.110  C5 1.098
16 H 0.653 -1.050 1.424  C5 1.092
17 H 1.247 1.381 1.198  C6 1.096
18 H 0.091 1.751 2.433  C6 1.086
19 H 2.368 0.940 2.984  O7 0.959

Its orbital gap is 9.3 eV. The calculation puts the relative energy (zero: lowest compared OMol25 entry of this formula, charge and spin) at 179.3 kJ/mol. For the calculated total energy, the calculation gives -9369.3350 eV. The SMILES is NCCNCCO.

***

Entry 7:
This record from OMol25 describes the molecule C4H12N2O at a distorted geometry. The level of theory is ωB97M-V with the def2-TZVPD basis set.

Bonds (Å) are listed after each position.
Geometry (Å):
1 C -0.350 -0.941 -1.023  C2 1.513, H8 1.116, H9 1.102, H10 1.078
2 C -0.525 0.350 -0.255  C1 1.513, C3 1.573, N5 1.486, H11 1.155
3 C -1.664 0.143 0.812  C2 1.573, N4 1.535, H12 1.147, H13 1.084
4 N -2.919 0.977 0.521  C3 1.535, H14 1.100, H15 1.051
5 N 0.834 0.535 0.316  C2 1.486, C6 1.382, H16 0.994
6 C 1.997 0.121 -0.304  N5 1.382, O7 1.433, H17 1.058, H18 1.128
7 O 2.623 -1.140 -0.037  C6 1.433, H19 0.940
8 H 0.392 -1.528 -0.431  C1 1.116
9 H 0.093 -0.884 -2.030  C1 1.102
10 H -1.214 -1.577 -0.917  C1 1.078
11 H -0.872 1.318 -0.781  C2 1.155
12 H -1.321 0.419 1.871  C3 1.147
13 H -2.072 -0.861 0.782  C3 1.084
14 H -3.334 0.744 -0.471  N4 1.100
15 H -2.773 2.018 0.493  N4 1.051
16 H 0.880 1.146 1.099  N5 0.994
17 H 1.655 0.013 -1.300  C6 1.058
18 H 2.774 0.926 -0.158  C6 1.128
19 H 2.649 -1.234 0.897  O7 0.940

Its orbital gap is 9.9 eV. The calculation puts the relative energy (zero: lowest compared OMol25 entry of this formula, charge and spin) at 263.2 kJ/mol. For the calculated total energy, the calculation gives -9368.4661 eV. The SMILES is C[C@@H](CN)NCO.